(1)
A gas-phase ion, C2H8NO (charge +1). Source: the Open Molecules 2025 dataset; level of theory: ωB97M-V/def2-TZVPD.

Its charge is +1. As for the frontier orbital gap: 12.15 eV. Its LUMO energy is -3.9202 eV. The relative energy (zero: lowest compared OMol25 entry of this formula, charge and spin) comes out at 187.9 kJ/mol. For the HOMO energy, the calculation gives -0.5906 Eh. The value obtained for the molar mass is 62.092 g mol⁻¹.

Cartesian coordinates (Å):
1 N 0.51 -0.15 1.41
2 C -0.75 -0.66 0.42
3 C -0.43 -0.17 -1.04
4 O 0.46 0.96 -0.85
5 H 1.19 -0.93 1.29
6 H 0.84 0.45 0.61
7 H 0.67 0.43 2.29
8 H -1.00 -1.75 0.33
9 H -1.67 -0.15 0.85
10 H -1.41 0.04 -1.57
11 H 0.28 -0.89 -1.45
12 H 0.95 1.14 -1.69

natural (NBO) population analysis, charges in e, atoms 1 to 4: -0.78, -0.21, -0.11, -0.74


(2)
2 unconnected molecules or ions with the total composition C2H8NO. Source: the Open Molecules 2025 dataset; level of theory: ωB97M-V/def2-TZVPD.

Its charge is +2. The spin multiplicity is 2. As for the frontier orbital gap (spin up / spin down): 12.09 / 11.11 eV. As for the expectation value of S²: 0.7544. Its LUMO energy (spin up / spin down) is -8.9337 / -12.6766 eV. The relative energy (zero: lowest compared OMol25 entry of this formula, charge and spin) comes out at 0.0 kJ/mol. For the HOMO energy (spin up / spin down), the calculation gives -0.7725 / -0.8740 Eh. The value obtained for the molar mass is 62.092 g mol⁻¹.

Cartesian coordinates (Å):
1 N -1.84 -0.98 -1.01
2 H -2.80 -0.97 -0.64
3 H -1.81 -1.77 -1.68
4 H -1.27 -1.34 -0.24
5 H -1.70 -0.17 -1.61
6 C 1.56 0.51 -0.57
7 C 1.15 0.62 0.76
8 O -0.09 0.31 1.07
9 H 2.60 0.68 -0.81
10 H 0.94 0.18 -1.38
11 H 1.98 0.89 1.43
12 H -0.16 0.28 2.05

natural (NBO) population analysis, charges in e, atoms 1 to 4: -0.89, 0.48, 0.47, 0.47


(3)
A molecular structure, C2H8NO2. Source: the Open Molecules 2025 dataset; level of theory: ωB97M-V/def2-TZVPD.

Its charge is -1. As for the frontier orbital gap: 7.99 eV. Its LUMO energy is 4.4739 eV. The relative energy (zero: lowest compared OMol25 entry of this formula, charge and spin) comes out at 97.9 kJ/mol. For the HOMO energy, the calculation gives -0.1293 Eh. The value obtained for the molar mass is 78.091 g mol⁻¹.

Cartesian coordinates (Å):
1 C -0.23 1.23 -0.29
2 O 0.94 1.00 0.46
3 C -0.24 0.12 -1.37
4 N -0.86 -1.11 -0.84
5 H -0.17 2.25 -0.78
6 H -1.10 1.15 0.34
7 H 0.88 -0.02 -1.54
8 H -0.70 0.22 -2.39
9 H -1.84 -1.12 -0.62
10 H -0.39 -1.70 -0.13
11 H -0.33 -1.23 1.45
12 H 0.85 -0.11 1.03
13 O 0.52 -0.97 1.85

natural (NBO) population analysis, charges in e, atoms 1 to 4: -0.07, -0.87, -0.25, -0.91


(4)
2 unconnected molecules or ions with the total composition C2H8NO2P. Source: the Open Molecules 2025 dataset; level of theory: ωB97M-V/def2-TZVPD.

As for the frontier orbital gap (spin up / spin down): 8.62 / 7.95 eV. Its LUMO energy (spin up / spin down) is -0.1921 / 0.0490 eV. The relative energy (zero: lowest compared OMol25 entry of this formula, charge and spin) comes out at 552.8 kJ/mol. For the HOMO energy (spin up / spin down), the calculation gives -0.3240 / -0.2904 Eh. The value obtained for the molar mass is 109.065 g mol⁻¹.

Cartesian coordinates (Å):
1 C -0.53 0.92 -1.40
2 C 0.71 -1.85 -0.44
3 N -0.88 0.04 1.91
4 O 1.93 0.63 -0.19
5 O -0.49 1.39 2.20
6 P 0.59 0.06 -0.24
7 H -1.33 0.39 -1.75
8 H -1.18 1.64 -0.87
9 H -0.05 1.45 -2.23
10 H -0.21 -2.27 -0.24
11 H 1.35 -2.15 -1.31
12 H 1.54 -1.80 0.39
13 H -1.67 0.17 1.26
14 H 0.20 1.39 2.91

natural (NBO) population analysis, charges in e, atoms 1 to 4: -1.04, -0.95, -0.39, -1.04


(5)
2 unconnected molecules or ions with the total composition C2H8NO2PS. Source: the Open Molecules 2025 dataset; level of theory: ωB97M-V/def2-TZVPD.

As for the frontier orbital gap (spin up / spin down): 7.02 / 7.51 eV. Its LUMO energy (spin up / spin down) is -1.7504 / -1.2825 eV. The relative energy (zero: lowest compared OMol25 entry of this formula, charge and spin) comes out at 718.2 kJ/mol. For the HOMO energy (spin up / spin down), the calculation gives -0.3224 / -0.3231 Eh. The value obtained for the molar mass is 141.132 g mol⁻¹.

Cartesian coordinates (Å):
1 C 1.50 -0.53 0.44
2 C 1.16 -0.04 -0.96
3 N 0.98 -1.78 0.88
4 O -0.83 2.89 -0.71
5 O -0.54 1.48 1.33
6 P -2.93 0.85 -0.42
7 S -0.74 1.57 -0.12
8 H 2.56 -0.51 0.67
9 H 1.21 0.35 1.17
10 H 0.70 -0.95 -1.53
11 H 1.98 0.43 -1.51
12 H 1.01 -1.97 1.84
13 H -0.05 -1.87 0.70
14 H -2.98 -0.48 -0.06
15 H -3.03 0.55 -1.72

natural (NBO) population analysis, charges in e, atoms 1 to 4: -0.33, -0.33, -0.84, -0.92


(6)
3 unconnected molecules or ions with the total composition C2H8NO4. Source: the Open Molecules 2025 dataset; level of theory: ωB97M-V/def2-TZVPD.

The spin multiplicity is 2. As for the frontier orbital gap (spin up / spin down): 11.29 / 6.40 eV. As for the expectation value of S²: 0.7570. Its LUMO energy (spin up / spin down) is 0.4831 / -4.1282 eV. The relative energy (zero: lowest compared OMol25 entry of this formula, charge and spin) comes out at 98.2 kJ/mol. For the HOMO energy (spin up / spin down), the calculation gives -0.3973 / -0.3868 Eh. The value obtained for the molar mass is 110.089 g mol⁻¹.

Cartesian coordinates (Å):
1 C -1.31 1.55 -1.33
2 N -0.08 0.79 -1.15
3 C 1.22 0.98 -1.45
4 O 1.97 0.23 -0.77
5 O 1.54 2.02 -2.06
6 H -1.57 1.38 -2.39
7 H -1.19 2.61 -1.17
8 H -2.14 1.26 -0.65
9 H -0.17 0.11 -0.34
10 H 1.71 -2.33 0.93
11 H 1.34 -0.99 0.21
12 O 0.92 -1.81 0.61
13 H -0.22 -1.51 2.63
14 H -1.27 -2.59 3.37
15 O -0.75 -1.71 3.55

natural (NBO) population analysis, charges in e, atoms 1 to 4: -0.43, -0.59, 0.82, -0.60